{"formula": "C6H9N", "method": "ωB97M-V/def2-TZVPD", "orbital_gap_ev": 7.851, "relative_energy_kj_mol": 632.33, "charge": 0, "max_force_ev_per_a": 0.510, "symbols": ["C", "C", "C", "C", "C", "C", "N", "H", "H", "H", "H", "H", "H", "H", "H", "H"], "positions_angstrom": [[1.34596, 1.03424, 1.44061], [0.85632, 0.07585, 0.40018], [1.33105, -1.06501, -0.10835], [0.10780, -1.59787, -0.82793], [-0.92710, -0.88377, -0.00524], [-0.63933, 0.81374, -0.30814], [-1.87082, -0.03129, -0.55485], [1.40304, 2.06494, 1.06834], [2.34994, 0.71593, 1.73576], [0.71224, 1.03424, 2.33717], [-0.03355, -2.68275, -0.75974], [0.05302, -1.31805, -1.88814], [-1.08776, -1.26412, 1.00369], [-0.27192, 1.19799, -1.25833], [-0.86252, 1.57516, 0.43253], [-2.59535, 0.19752, 0.12193]], "mulliken_charge": [-1.431, 0.755, -0.806, -0.488, 0.274, -0.659, -0.532, 0.331, 0.362, 0.308, 0.364, 0.261, 0.315, 0.257, 0.376, 0.313]}